(1)
A structure of composition C27H36N8O2ReS in a non-equilibrium geometry. Source: the OMol25 dataset; level of theory: wB97M-V/def2-TZVPD.

Computed properties:
Kohn-Sham gap (spin up / spin down) ... 6.99 / 6.29 eV
E_tot ... -2114.99893 Eh
Molar mass ... 722.913 Da
Charge ... +2
HOMO energy (spin up / spin down) ... -13.541 / -13.581 eV
Energy relative to the best compared isomer or geometry (same formula, charge and spin) ... 0.000 eV
LUMO energy (spin up / spin down) ... -6.6 / -7.3 eV
Spin multiplicity ... 2

Last column: Löwdin spin population.
Atoms and positions in Å:
N: 1.0855 -0.9464 -1.0877  0.020
C: 2.4338 -0.5377 -0.6918  0.006
C: -1.2096 3.9230 3.3635  -0.001
C: -0.9122 -2.4021 -3.8319  0.001
N: -1.1903 -2.1573 0.4524  0.004
C: 0.9553 -1.6356 -2.1879  0.015
H: -3.0440 -2.4600 -4.4779  0.001
C: -3.9662 3.6602 -2.1535  0.000
C: 2.6454 0.7544 -2.9217  0.001
N: -1.2263 1.2966 2.3401  -0.012
O: -2.4950 0.9505 -0.4602  0.031
N: -0.5189 3.4628 2.1457  -0.007
C: -1.5406 -4.6069 1.6971  0.014
C: -0.3409 -1.7857 -2.7284  0.014
C: -1.2844 -4.5366 0.3414  0.006
C: 2.2325 -1.7568 1.5742  0.005
C: 4.4783 0.5748 -1.2547  0.001
C: -1.1118 -3.3002 -0.2485  0.016
H: -0.3311 2.4726 4.7098  0.000
H: -1.6594 -5.5640 2.1906  0.000
N: -0.5636 1.3572 -2.2573  -0.001
H: -2.9285 -1.4772 3.9917  0.002
H: -1.0540 3.8765 5.5076  0.000
H: 0.2339 1.9822 -2.1925  0.000
C: -2.5144 -1.3337 -2.6622  0.003
N: -1.3334 -1.1048 -2.0363  0.012
C: 2.1070 -1.0700 2.9396  0.000
C: -2.2904 -2.1301 -3.7788  0.010
C: 5.0284 0.1908 -0.0478  0.003
H: -1.8702 -3.4362 3.4768  0.001
H: 5.0633 1.1703 -1.9494  0.000
H: 1.5652 -1.7041 3.6483  0.000
H: -4.0484 3.2585 -3.1623  0.000
H: 6.0474 0.4629 0.1996  0.000
H: -2.2087 3.4942 3.3525  0.000
C: 4.2675 -0.5436 0.8440  0.000
H: -1.3037 5.0030 3.2737  0.000
H: 3.2236 -0.9479 -4.1717  0.000
H: -0.5198 0.8091 -3.1125  0.000
H: -1.8840 2.8192 -2.9446  0.000
N: -1.7299 2.1192 -2.2399  0.001
H: 1.5865 -0.1134 2.8541  0.000
H: -4.9147 4.0875 -1.8604  0.000
C: -1.4782 -2.2253 1.7687  0.009
H: 2.8184 1.8341 -2.9336  0.000
O: -3.7155 2.5963 -1.2039  0.001
H: 1.8394 -2.0601 -2.6563  0.000
H: -0.9205 -3.2175 -1.3049  0.001
H: -3.1911 4.4215 -2.0862  0.000
H: -2.3377 0.1997 4.0584  0.000
S: 0.4515 1.8092 0.3189  0.013
N: -1.1540 0.0575 1.7395  -0.020
C: 3.3198 0.1416 -4.1513  0.000
C: 3.1789 0.2213 -1.6013  0.001
Re: -0.7107 -0.2142 -0.3171  0.751
H: -0.3876 -2.9852 -4.5790  0.000
C: -2.0673 -0.8259 3.8407  0.010
C: -0.5410 2.2053 1.7034  -0.007
H: -3.4462 -0.9347 -2.2874  0.000
C: -0.4724 3.5519 4.6425  0.000
C: 2.9633 -0.9144 0.5496  0.003
C: -1.5660 -0.9404 2.4472  0.070
H: 0.5044 4.0368 4.6901  0.000
C: -2.6382 1.8698 -1.2774  0.003
H: 4.3850 0.3736 -4.1622  0.000
H: 2.8842 0.5364 -5.0711  0.000
H: -1.2843 -1.1274 4.5455  0.004
H: 1.2505 -2.0226 1.2016  0.004
H: 2.7718 -2.7008 1.6967  0.000
H: 0.0999 4.1020 1.6776  -0.001
C: -1.6526 -3.4270 2.4179  0.010
H: 4.7020 -0.8537 1.7886  0.000
H: 1.5645 0.6119 -2.9980  0.000
H: -1.2180 -5.4265 -0.2696  0.000
H: 3.0888 -0.8683 3.3699  0.000


(2)
A structure of composition C27H37BrN2O6PPtSi. Source: the OMol25 dataset; level of theory: wB97M-V/def2-TZVPD.

Computed properties:
Kohn-Sham gap ... 6.55 eV
E_tot ... -4936.50665 Eh
Molar mass ... 819.643 Da
Charge ... -1
HOMO energy ... -4.363 eV
Energy relative to the best compared isomer or geometry (same formula, charge and spin) ... 0.000 eV
LUMO energy ... 2.2 eV

Last column: Löwdin charge in e.
Atoms and positions in Å:
C: -1.6433 1.4493 -4.2266  -0.017
H: 2.3029 -3.6679 3.2064  0.116
H: -3.3344 3.5560 2.3056  0.084
O: 0.6915 1.5448 0.1577  -0.411
C: 2.9169 -2.0135 2.0086  -0.042
C: 0.7724 -3.0774 1.8111  -0.154
C: 1.7369 -3.4274 -4.4039  -0.175
H: -3.0236 1.8072 -5.8159  0.093
C: -2.0503 2.9747 0.6722  -0.620
H: 3.1874 -0.3779 0.6028  0.120
C: 2.5349 -1.1607 0.9628  -0.114
C: 2.3018 -3.9330 -1.4786  -0.164
H: -2.1005 0.9381 -0.0643  0.053
C: -3.4319 -0.0298 -4.7670  -0.712
H: 0.9408 4.7041 4.6971  0.082
H: -2.4397 4.8986 1.5689  0.080
C: -0.8790 -2.2208 0.2117  -0.194
H: 0.1173 -4.7349 3.0275  0.106
N: 1.3707 -1.2533 0.3618  -0.071
H: -3.6274 1.8186 -0.2338  0.091
C: -1.7556 -3.1752 0.6648  -0.010
Br: -4.9177 -0.4967 -5.8676  0.652
O: -0.3905 0.3537 2.1816  -0.256
Si: 2.1461 -2.5746 -2.7804  0.237
H: 3.0335 -4.6859 -1.7873  0.025
C: 3.8405 -1.7701 -2.9270  -0.177
H: -3.1018 1.2191 1.3610  0.091
C: -2.7666 1.6554 0.4185  -0.029
O: -0.9709 2.7859 1.6191  -0.177
H: -2.3349 3.7986 -1.2907  0.089
H: 2.6228 -3.5379 -0.5104  0.004
C: -2.9736 3.9692 1.3620  -0.040
H: -1.8887 -2.5874 -2.1374  0.136
C: -0.1658 -4.0482 2.2393  -0.047
C: 0.4421 -2.1709 0.7824  -0.145
C: -2.7296 1.1490 -5.0087  -0.144
O: 0.9762 -1.5154 -2.4780  -0.473
H: -2.1267 -4.8279 1.9987  0.100
N: -1.2746 -1.2454 -0.6986  0.050
O: -0.1159 1.0547 -2.5563  -0.237
H: 2.7861 1.4412 4.3876  0.083
H: 4.1045 -1.2725 -1.9894  0.010
C: 1.2102 2.7719 3.7640  -0.636
C: 0.1444 2.0611 4.5911  -0.046
C: -1.9766 -0.5393 -2.8900  -0.126
H: -2.7576 -3.1783 0.2546  0.113
H: 4.6252 -2.4952 -3.1615  0.020
H: 1.6892 4.7616 3.0867  0.087
P: 0.1151 1.5987 1.5617  0.283
H: -3.8303 4.1921 0.7235  0.083
H: -1.0606 2.3420 -4.4157  0.113
H: -0.9476 4.4759 -0.4126  0.089
C: -1.5026 3.5592 -0.6236  -0.024
C: -1.1946 0.6343 -3.1500  -0.347
H: 1.6306 -2.6925 -5.2048  0.025
C: -1.7180 -1.5413 -1.8481  -0.126
H: -0.8436 2.8536 -1.1264  0.056
H: -0.0452 4.4441 3.2400  0.072
H: -0.8513 2.2451 4.1889  0.078
H: 0.3087 0.9845 4.5910  0.081
H: 2.5138 -4.1419 -4.6923  0.020
H: 1.3418 -4.4365 -1.3309  0.029
H: 3.8905 -1.8948 2.4626  0.105
Pt: 0.8299 -0.0418 -1.1339  1.186
C: 0.9288 4.2693 3.6948  -0.031
C: -1.4009 -4.0946 1.6703  -0.077
H: 0.1869 2.4384 5.6157  0.084
C: 2.0446 -2.9760 2.4132  -0.012
H: 3.3546 2.9888 3.7404  0.084
H: 0.7912 -3.9689 -4.3213  0.022
O: 1.2972 2.2768 2.4156  -0.159
C: 2.5900 2.5141 4.3569  -0.038
H: -3.5849 -1.7772 -3.5660  0.102
H: 2.6529 2.9147 5.3708  0.081
H: 3.8292 -1.0068 -3.7086  0.026
C: -3.0431 -0.8548 -3.7432  -0.111


(3)
A structure of composition C27H37ClN7O9SV in a non-equilibrium geometry. Source: the OMol25 dataset; level of theory: wB97M-V/def2-TZVPD.

Computed properties:
Kohn-Sham gap (spin up / spin down) ... 4.63 / 5.15 eV
E_tot ... -3913.52244 Eh
Molar mass ... 722.097 Da
Charge ... -1
HOMO energy (spin up / spin down) ... -2.581 / -3.104 eV
Energy relative to the best compared isomer or geometry (same formula, charge and spin) ... 9.711 eV
LUMO energy (spin up / spin down) ... 2.0 / 2.0 eV
Spin multiplicity ... 4

Last column: Löwdin spin population.
Atoms and positions in Å:
H: -2.7630 0.1687 -0.5497  0.001
C: 2.1760 2.5698 0.8106  0.009
O: 1.3196 2.6331 -0.0530  0.006
H: -0.3146 -3.3551 -0.9379  0.000
H: 1.7790 -3.4920 -0.8714  0.000
C: 2.1070 -2.5694 -1.3557  0.000
C: -1.3852 -4.4580 -4.0170  0.000
H: 1.4793 -1.7705 -0.9552  0.000
O: -1.5000 2.2549 -0.4014  -0.046
H: -5.4918 4.5706 6.0791  0.000
H: 0.0030 -6.2472 -2.5901  0.000
H: 3.9347 -4.3572 -0.3757  0.000
C: 4.0888 -1.0298 -1.0489  0.000
H: 5.8316 0.2003 -0.7827  0.000
C: 6.1968 -1.8448 -0.2223  0.000
C: -0.0648 1.3074 2.8136  0.046
H: -0.9944 -4.7263 -5.0021  0.000
H: -4.6609 6.0019 4.1943  0.000
C: -0.1635 -1.5569 -3.7184  0.001
C: 0.6115 -5.3910 -2.8974  0.000
H: 2.2062 3.5733 2.6813  0.001
V: -0.3689 1.8568 0.6720  0.919
H: 1.0509 0.5040 -2.1851  0.000
C: -1.1026 4.5573 0.0316  0.004
C: 5.4149 -0.7974 -0.6924  0.000
N: -0.7190 0.6934 -0.9984  0.010
H: 2.3476 1.7815 2.8106  0.001
C: -3.0619 3.2709 3.5062  0.033
C: -4.7954 4.1874 5.3478  0.002
C: 4.3381 -3.3531 -0.4683  0.000
O: 0.8900 0.3287 0.8331  0.075
H: 3.3862 2.1968 -0.4495  0.000
H: 2.4493 -1.8033 -3.3426  0.000
H: -1.8709 -3.3333 -1.7606  0.000
H: 0.4687 -0.8695 -4.2951  0.000
N: -3.4464 2.4211 4.4798  0.006
C: 5.6635 -3.1217 -0.1067  0.000
C: 0.5996 -2.8930 -3.5392  0.000
H: -1.0374 -1.7006 -4.3614  0.000
C: 0.3643 0.0714 1.9743  0.073
H: -1.9728 -5.3107 -3.6607  0.000
O: 0.4556 2.5697 2.2995  0.009
H: -2.1538 3.4258 -1.4592  0.000
C: -4.7267 1.9353 6.4624  0.000
C: -0.2546 -4.1155 -3.0177  0.000
H: -1.1750 1.3773 2.7926  0.012
S: -1.9569 2.6768 2.3393  0.071
N: -3.4779 4.5487 3.3816  0.006
H: 3.4887 -0.2010 -1.4126  0.000
H: -1.2146 -4.8409 -1.1909  0.000
N: -0.5951 -0.8284 -2.5571  0.008
H: 1.0776 -5.6648 -3.8489  0.000
H: -2.9626 4.9433 -1.0114  0.000
H: -2.9957 3.5590 0.1109  0.001
O: 0.2072 -1.0316 2.5498  0.079
H: 1.4029 -5.2827 -2.1519  0.000
H: -5.2150 1.0650 6.0168  0.000
N: -0.9620 5.9055 -0.0113  0.002
H: -0.1341 6.3042 0.4052  0.000
C: -2.3847 4.0871 -0.6245  -0.001
H: -1.6377 6.5188 -0.4340  0.001
N: -1.3395 0.1740 1.3432  0.931
O: -1.9473 -0.8080 1.7211  0.681
H: 1.5036 -3.9938 -4.9392  0.000
C: -0.9375 -3.8879 -1.6545  0.000
C: 3.5379 -2.3095 -0.9410  0.000
O: -0.2161 3.8433 0.5789  0.019
O: 0.9502 -3.2017 -4.9235  0.000
H: -5.4263 2.3960 7.1652  0.000
C: 0.0511 0.1855 -1.9332  0.006
H: -3.8511 1.6002 7.0241  0.000
Cl: 7.8402 -1.5584 0.2183  0.000
C: -1.8827 -0.0053 -1.1481  0.007
H: 0.2523 1.1915 3.8561  0.013
N: -1.8639 -0.9203 -2.1053  0.001
O: 3.4772 2.4550 0.4880  0.004
C: -4.3366 4.9727 4.3097  0.001
H: 6.2731 -3.9396 0.2626  0.000
H: 2.6523 -3.5057 -3.1972  0.000
C: 1.9916 -2.6875 -2.8785  0.000
H: -2.0804 -3.6239 -4.1443  0.000
C: 1.8822 2.6116 2.2757  0.004
C: -4.3088 2.8917 5.3881  0.001